Record 1
{"formula": "C5H18N3", "method": "ωB97M-V/def2-TZVPD", "largest_force_ev_per_a": 0.78, "total_charge": 1, "lumo_ha": -0.12610, "homo_lumo_gap_ev": 8.92, "e_homo_ha": -0.45388, "relative_energy_kcal_mol": 34.0, "elements": ["C", "C", "N", "C", "H", "H", "H", "H", "H", "H", "H", "H", "H", "N", "C", "C", "N", "H", "H", "H", "H", "H", "H", "H", "H", "H"], "coordinates": [[2.2769, 0.8022, -2.3074], [1.5752, -0.1383, -1.3445], [2.4366, -1.2441, -0.9776], [1.9348, -2.0743, 0.0909], [1.5718, 1.4865, -2.7717], [2.7122, 0.2303, -3.1172], [3.0330, 1.4000, -1.8062], [0.6655, -0.5406, -1.8042], [1.2502, 0.4503, -0.4601], [3.3398, -0.8685, -0.7247], [2.5557, -2.9670, 0.1621], [1.9589, -1.6102, 1.0947], [0.9120, -2.3908, -0.1312], [-0.5954, -0.3593, 1.4593], [-1.8431, 0.4474, 1.7758], [-2.5107, 0.9157, 0.4905], [-3.6585, 1.7341, 0.8567], [-0.7112, -0.8676, 0.5769], [0.2411, 0.2082, 1.3137], [-0.3880, -1.0494, 2.1873], [-2.4874, -0.1840, 2.3847], [-1.5366, 1.2904, 2.3946], [-1.7814, 1.4631, -0.1110], [-2.7736, 0.0381, -0.1009], [-3.6622, 2.5713, 0.2855], [-4.5154, 1.2566, 0.5841]]}

---

Record 2
{"formula": "C8H13N2O2", "method": "ωB97M-V/def2-TZVPD", "smiles": "CCC(=O)OCCn1cc[nH+]c1", "largest_force_ev_per_a": 2.33, "total_charge": 1, "lumo_ha": -0.12146, "homo_lumo_gap_ev": 10.02, "e_homo_ha": -0.48963, "relative_energy_kcal_mol": 19.8, "elements": ["C", "C", "C", "O", "O", "C", "C", "N", "C", "C", "N", "C", "H", "H", "H", "H", "H", "H", "H", "H", "H", "H", "H", "H", "H"], "coordinates": [[-2.1343, -0.0857, 1.6463], [-2.1279, 1.4520, 1.6368], [-1.4418, 2.0670, 0.4231], [-0.8874, 3.1305, 0.5180], [-1.5255, 1.3665, -0.7654], [-0.2492, 1.0704, -1.3083], [-0.0796, -0.4344, -1.6226], [1.1464, -0.9367, -0.9489], [1.1448, -1.8793, 0.0561], [2.4403, -2.0080, 0.3875], [3.1734, -1.1648, -0.3824], [2.3555, -0.5141, -1.2117], [-2.7559, -0.4099, 2.4799], [-1.1245, -0.4949, 1.7255], [-2.5933, -0.4271, 0.7158], [-1.6888, 1.8474, 2.5499], [-3.1514, 1.8428, 1.6099], [-0.0162, 1.6594, -2.1990], [0.4997, 1.3495, -0.5600], [-0.9121, -1.0482, -1.2857], [0.0464, -0.6144, -2.6903], [0.2740, -2.3715, 0.4468], [2.8772, -2.6561, 1.1282], [4.1668, -0.9856, -0.4033], [2.5634, 0.2454, -1.9463]]}

---

Record 3
{"formula": "C18H23N3O4S", "method": "ωB97M-V/def2-TZVPD", "smiles": "CCCCNC(=O)CSc1nc(O)c(Cc2ccc(OC)cc2)c(=O)[nH]1", "largest_force_ev_per_a": 0.77, "lumo_ha": 0.01512, "homo_lumo_gap_ev": 8.67, "e_homo_ha": -0.30358, "relative_energy_kcal_mol": 19.4, "elements": ["C", "C", "C", "C", "N", "C", "O", "C", "S", "C", "N", "C", "O", "C", "C", "C", "C", "C", "C", "O", "C", "C", "C", "C", "O", "N", "H", "H", "H", "H", "H", "H", "H", "H", "H", "H", "H", "H", "H", "H", "H", "H", "H", "H", "H", "H", "H", "H", "H"], "coordinates": [[-1.9722, -0.2293, -3.8674], [-1.1238, 0.2703, -2.7043], [-1.2679, -0.5846, -1.4454], [-0.6642, -1.9759, -1.6091], [-0.7131, -2.6943, -0.3529], [-0.6387, -4.0311, -0.2583], [-0.6402, -4.7937, -1.1981], [-0.5676, -4.5270, 1.1908], [1.0701, -4.2145, 1.9291], [0.9371, -2.5469, 2.4345], [-0.1979, -1.9212, 2.3456], [-0.2286, -0.6006, 2.6731], [-1.4309, -0.0177, 2.5663], [0.8759, 0.1129, 3.0481], [0.8306, 1.6083, 3.1996], [0.6636, 2.1970, 1.8209], [1.7224, 2.1763, 0.9251], [1.5748, 2.6315, -0.3742], [0.3435, 3.1149, -0.8017], [0.0738, 3.5751, -2.0582], [1.1150, 3.5976, -3.0026], [-0.7237, 3.1400, 0.0960], [-0.5628, 2.6862, 1.3882], [2.1331, -0.5726, 3.1857], [3.1990, -0.1043, 3.5189], [2.0559, -1.9535, 2.8838], [-1.8916, 0.4533, -4.7099], [-1.6482, -1.2131, -4.1965], [-3.0184, -0.2896, -3.5764], [-1.4165, 1.2933, -2.4622], [-0.0732, 0.2895, -3.0025], [-0.7607, -0.0751, -0.6199], [-2.3250, -0.6749, -1.1865], [-1.2079, -2.5690, -2.3472], [0.3778, -1.8888, -1.9448], [-0.6514, -2.1499, 0.4996], [-1.3057, -4.0437, 1.8278], [-0.6878, -5.6091, 1.2049], [-2.0829, -0.6829, 2.3063], [-0.0078, 1.8961, 3.8345], [1.7681, 1.9339, 3.6511], [2.6814, 1.7975, 1.2482], [2.4237, 2.6026, -1.0390], [0.6786, 4.0053, -3.9131], [1.9396, 4.2404, -2.6779], [1.4970, 2.5917, -3.2056], [-1.6726, 3.5218, -0.2465], [-1.4003, 2.7060, 2.0687], [2.9204, -2.4782, 2.9536]]}

---

Record 4
{"formula": "C5H12N2", "method": "ωB97M-V/def2-TZVPD", "smiles": "C=CC[C@H](N)CN", "largest_force_ev_per_a": 2.18, "lumo_ha": 0.03536, "homo_lumo_gap_ev": 9.80, "e_homo_ha": -0.32462, "relative_energy_kcal_mol": 62.4, "elements": ["C", "C", "C", "C", "N", "C", "N", "H", "H", "H", "H", "H", "H", "H", "H", "H", "H", "H", "H"], "coordinates": [[0.5728, 1.9595, -2.6963], [0.7603, 0.8275, -1.9787], [0.4487, 0.7497, -0.5143], [-0.0023, -0.5705, 0.2159], [-1.4391, -0.8624, -0.0027], [0.2765, -0.4409, 1.7002], [-0.3227, -1.4797, 2.5550], [-0.2891, 2.5287, -2.3935], [0.9657, 1.9222, -3.7107], [0.6606, -0.1222, -2.5316], [1.2034, 1.0344, 0.2318], [-0.3355, 1.5091, -0.3463], [0.5724, -1.3906, -0.2593], [-1.8665, 0.0439, -0.1702], [-1.9679, -1.2352, 0.7758], [-0.0309, 0.5444, 2.0631], [1.4138, -0.4955, 1.7200], [0.3516, -2.2315, 2.6575], [-0.4219, -1.1231, 3.4982]]}

---

Record 5
{"formula": "C4H8O", "method": "ωB97M-V/def2-TZVPD", "smiles": "C=C(C)CO", "largest_force_ev_per_a": 4.13, "lumo_ha": 0.03261, "homo_lumo_gap_ev": 10.22, "e_homo_ha": -0.34304, "relative_energy_kcal_mol": 50.4, "elements": ["C", "C", "C", "C", "O", "H", "H", "H", "H", "H", "H", "H", "H"], "coordinates": [[-1.2518, -1.0750, -0.2263], [-0.3019, -0.1151, 0.0721], [-0.6282, 1.3837, 0.0890], [1.0905, -0.6154, 0.4071], [2.0973, 0.1391, -0.3084], [-1.1336, -2.1336, -0.1909], [-2.2524, -0.7851, -0.5456], [-0.0438, 1.9604, 1.0039], [-1.8273, 1.4236, 0.1870], [-0.2893, 1.9367, -1.0551], [1.3057, -0.4574, 1.5290], [1.2194, -1.7233, 0.3129], [2.0152, 0.0613, -1.2746]]}

---

Record 6
{"formula": "C47H54ClCrN8O4STe", "method": "ωB97M-V/def2-TZVPD", "s_squared": 6.09, "largest_force_ev_per_a": 2.05, "total_charge": -1, "lumo_ha": [0.08080, 0.08078], "homo_lumo_gap_ev": [4.68, 6.51], "e_homo_ha": [-0.09124, -0.15849], "spin_multiplicity": 5, "relative_energy_kcal_mol": 0.0, "elements": ["Cr", "C", "N", "C", "C", "C", "C", "C", "N", "C", "C", "C", "C", "C", "C", "H", "H", "H", "H", "H", "H", "H", "H", "H", "H", "H", "O", "C", "O", "C", "C", "C", "C", "C", "C", "C", "C", "C", "N", "H", "H", "H", "H", "H", "H", "C", "C", "C", "C", "C", "O", "C", "C", "C", "C", "C", "C", "Cl", "C", "C", "C", "N", "C", "N", "C", "N", "H", "H", "H", "H", "H", "H", "H", "H", "H", "H", "H", "H", "H", "H", "H", "H", "H", "H", "H", "H", "H", "H", "C", "N", "C", "C", "O", "N", "C", "C", "H", "H", "H", "H", "H", "H", "H", "H", "H", "H", "H", "H", "Te", "C", "C", "C", "C", "S", "H", "H", "H"], "coordinates": [[0.3591, -0.1602, -0.5931], [-0.4456, -0.8104, 2.5816], [0.4748, -0.1819, 1.6485], [1.5431, 0.3913, 2.1857], [2.4863, 0.8962, 1.2757], [3.5175, 1.8624, 1.3994], [3.9643, 2.1293, 0.0763], [3.1884, 1.3479, -0.7917], [2.2995, 0.5885, -0.0952], [0.0688, -1.9168, 3.5429], [-0.8456, -2.5025, 4.4475], [-0.4553, -3.4064, 5.4208], [0.8781, -3.7933, 5.4524], [1.8083, -3.2476, 4.5856], [1.4051, -2.3565, 3.5973], [-1.2632, -1.1973, 1.9824], [-0.8612, -0.0268, 3.2335], [1.7289, 0.4101, 3.2776], [3.8443, 2.3522, 2.3123], [4.6887, 2.8919, -0.2173], [3.2178, 1.2694, -1.8741], [-1.8627, -2.1508, 4.4195], [-1.1711, -3.8308, 6.1274], [1.1950, -4.5284, 6.1858], [2.8398, -3.5670, 4.6249], [2.1023, -2.0354, 2.8507], [-0.3943, 3.8462, -1.2296], [-0.1559, 2.6325, -1.2953], [-0.2402, 1.7589, -0.3390], [0.2128, 1.9889, -2.5943], [0.2791, 2.7594, -3.7862], [0.6109, 2.1382, -4.9889], [0.8798, 0.7510, -4.9570], [1.2576, 0.0614, -6.1382], [1.4915, -1.2972, -6.1108], [1.2696, -2.0415, -4.9510], [0.9453, -1.4212, -3.7515], [0.7646, -0.0204, -3.7061], [0.4539, 0.6464, -2.5343], [0.0629, 3.8239, -3.7433], [0.6588, 2.6300, -5.9504], [1.3950, 0.6292, -7.0568], [1.8280, -1.8063, -7.0003], [1.3980, -3.1153, -4.9631], [0.8836, -2.0030, -2.8294], [-4.9126, 0.7559, 2.0972], [-5.9756, 1.2798, 1.1212], [-6.8529, 0.0651, 0.7144], [-6.7899, 2.2699, 1.9709], [-5.3521, 1.9817, -0.1590], [-6.4550, 2.5242, -0.9023], [-4.3671, 3.1302, 0.1108], [-2.9547, 2.8762, 0.6675], [-2.5406, 3.3478, 2.0541], [-1.3302, 2.8666, 2.5529], [-1.0173, 2.9880, 3.9008], [-1.8615, 3.7468, 4.7418], [-1.3746, 3.9897, 6.4213], [-2.9892, 4.3691, 4.2152], [-3.2850, 4.2007, 2.8666], [-4.8591, 1.0034, -1.2683], [-3.6998, 0.1447, -1.0754], [-2.4264, 0.2637, -1.4751], [-1.6964, -0.7583, -1.0247], [-2.6016, -1.5459, -0.3767], [-3.8260, -1.0515, -0.3970], [-5.4036, 0.0479, 2.7942], [-4.4730, 1.5336, 2.7346], [-4.1022, 0.2071, 1.6500], [-7.3023, -0.3629, 1.6363], [-6.2652, -0.7443, 0.2662], [-7.6509, 0.3424, 0.0044], [-7.2675, 1.7153, 2.8083], [-7.5862, 2.7494, 1.3820], [-6.1866, 3.0943, 2.4085], [-6.5280, 3.4735, -0.7138], [-4.8551, 3.8741, 0.7754], [-4.1940, 3.6230, -0.8643], [-2.1723, 3.2813, -0.0174], [-2.7105, 1.8076, 0.6472], [-0.6473, 2.3921, 1.8534], [-0.1127, 2.5791, 4.3170], [-3.5685, 5.0259, 4.8639], [-4.1632, 4.7000, 2.4478], [-4.6270, 1.6054, -2.1595], [-5.6856, 0.3485, -1.5441], [-2.0712, 1.0069, -2.1585], [-2.3074, -2.4679, 0.0952], [6.1083, 0.5472, -2.4933], [5.1831, -0.5767, -2.5428], [4.7138, -0.9568, -3.8664], [4.6509, -1.2845, -1.4707], [3.5660, -1.8512, -1.5849], [5.4070, -1.3098, -0.2961], [4.7474, -1.6601, 0.9528], [6.8502, -1.2900, -0.2567], [5.6325, 1.4640, -2.9010], [7.0223, 0.3386, -3.0983], [6.3924, 0.7716, -1.4589], [5.5608, -0.9077, -4.5663], [3.8931, -0.2901, -4.1955], [4.3401, -1.9935, -3.7748], [3.6835, -1.7469, 0.7437], [5.0283, -0.8912, 1.7006], [5.1330, -2.6156, 1.3530], [7.2586, -1.3748, -1.2722], [7.2088, -2.1309, 0.3382], [7.2194, -0.3556, 0.2326], [0.9214, -2.7929, 0.1167], [1.7286, -4.4079, -1.0261], [1.7840, -5.6813, -0.4245], [2.3465, -6.6776, -1.2499], [2.7634, -6.1912, -2.4654], [2.5008, -4.5065, -2.5860], [1.4397, -5.8218, 0.5850], [2.4259, -7.7149, -0.9423], [3.2315, -6.7602, -3.2644]]}